(1)
Density functional theory data (ωB97M-V/def2-TZVPD) for 6 unconnected molecules or ions with the total composition C6H20O6 in a non-equilibrium geometry.

ORCA input file:
```
! wB97M-V def2-TZVPD RIJCOSX def2/J DEFGRID3
* xyz 0 1
C -2.510 -0.105 -1.028
C -1.483 -0.773 -0.423
C -1.748 -1.612 0.725
C -0.013 -0.468 -0.910
C 0.806 -1.687 -0.874
C 1.006 -2.169 0.640
O 1.665 -1.329 1.228
H -3.551 -0.370 -0.968
H -2.436 0.515 -1.864
H -1.396 -2.646 0.611
H -2.785 -1.921 0.535
H -1.731 -0.950 1.675
H 0.007 -0.216 -2.019
H 0.388 0.331 -0.311
H 1.768 -1.442 -1.298
H 0.565 -2.539 -1.563
H 0.830 -3.115 0.899
O 3.062 0.682 -0.421
H 2.690 0.063 0.238
H 2.765 1.619 -0.273
O 2.310 0.753 -3.014
H 2.431 0.808 -1.992
H 2.379 -0.137 -3.258
O -2.687 2.009 1.077
H -2.280 2.594 0.454
H -3.517 1.845 0.593
O -0.834 0.089 3.190
H -0.209 -0.218 3.726
H -0.947 1.014 3.268
O -0.020 2.811 -0.279
H 0.600 3.478 -0.796
H 0.115 2.034 -0.681
*
```

Highest occupied orbital energy: -8.944 eV
E: -18827.94700 eV
Energy relative to the best compared isomer or geometry (same formula, charge and spin): 120.15 kcal per mole
SMILES: C=C(C)CCC=O.O.O.O.O.O
Orbital gap: 9.364 eV
LUMO: 0.015 Eh

Charge distribution, Mulliken scheme, values in e: -2.02, 1.38, -1.18, -0.26, -0.82, -0.41, -0.57, 0.43, 0.40, 0.44, 0.47, 0.07, 0.43, 0.31, 0.33, 0.30, 0.64, -0.71, 0.40, 0.33, -0.66, 0.38, 0.28, -0.60, 0.28, 0.29, -0.55, 0.22, 0.27, -0.63, 0.33, 0.39


(2)
Density functional theory data (ωB97M-V/def2-TZVPD) for 2 unconnected molecules or ions with the total composition C6H21N3Si in a non-equilibrium geometry.

ORCA input file:
```
! wB97M-V def2-TZVPD RIJCOSX def2/J DEFGRID3
* xyz 2 1
C 2.376 1.477 -0.945
C 0.536 0.998 -2.596
C -2.649 -1.869 1.750
C -0.646 -3.031 0.768
C 1.030 1.864 -1.512
C -1.174 -1.970 1.692
N -0.013 2.030 -0.586
N 1.322 3.271 -2.162
N -0.448 -2.167 3.090
Si -0.335 1.149 0.843
H 2.660 2.143 -0.262
H 2.497 0.482 -0.658
H 3.166 1.554 -1.724
H 0.563 -0.019 -2.324
H 1.097 0.978 -3.526
H -0.345 1.385 -2.913
H -3.122 -2.421 2.623
H -3.043 -0.902 2.110
H -3.036 -2.141 0.892
H -1.264 -3.930 0.929
H 0.298 -3.509 1.107
H -0.645 -2.769 -0.266
H -0.892 2.438 -0.920
H 1.882 3.859 -1.540
H 1.796 3.058 -3.076
H 0.396 3.784 -2.367
H -0.993 -2.784 3.615
H -0.414 -1.109 3.282
H 0.469 -2.563 2.910
H 0.992 1.178 1.615
H -1.505 1.610 1.539
*
```

Highest occupied orbital energy (spin up / spin down): -15.298 / -13.915 eV
E: -18890.90835 eV
Orbital gap (spin up / spin down): 8.321 / 6.829 eV
LUMO (spin up / spin down): -0.256 / -0.260 Eh

Charge distribution, Mulliken scheme, values in e: -2.02, -1.69, -1.35, -1.54, 0.91, 0.63, -0.10, -0.33, -0.33, 0.18, 0.65, 0.45, 0.44, 0.34, 0.46, 0.57, 0.42, 0.33, 0.42, 0.43, 0.42, 0.31, 0.35, 0.35, 0.40, 0.40, 0.31, 0.40, 0.33, -0.05, -0.08


(3)
Density functional theory data (ωB97M-V/def2-TZVPD) for a molecular structure, C6H21N5O5SZn in a non-equilibrium geometry.

ORCA input file:
```
! wB97M-V def2-TZVPD RIJCOSX def2/J DEFGRID3
* xyz 0 1
O -2.242 -1.075 2.635
H -3.041 -1.272 3.159
Zn -0.461 -0.783 0.539
N 0.965 -1.650 -0.717
N 0.159 0.746 -1.536
O 1.578 -2.678 -0.215
O -0.476 1.768 -2.278
C 1.267 -1.304 -1.982
C 0.773 -0.036 -2.427
C 2.062 -2.201 -2.863
C 0.852 0.457 -3.822
H 2.222 -3.165 -2.375
H 3.038 -1.751 -3.090
H 1.544 -2.364 -3.817
H 1.084 1.526 -3.847
H -0.106 0.312 -4.340
H 1.621 -0.086 -4.377
H 0.396 -2.943 0.832
H -0.967 2.293 -1.623
O 1.877 2.418 0.151
H 2.141 1.762 0.835
H 1.646 1.849 -0.613
C -2.435 -0.404 0.025
H -3.122 -0.739 0.787
H -2.559 -0.998 -0.902
H -2.621 0.643 -0.250
O -0.496 -2.649 1.238
H -1.643 -1.835 2.787
H -1.179 -3.247 0.865
N -0.771 2.559 1.107
N -0.681 2.242 2.476
C 0.106 1.277 3.005
N 0.154 1.263 4.353
S 1.016 0.113 2.134
H 0.199 2.552 0.705
H -1.354 1.847 0.654
H -1.161 2.887 3.098
H 0.784 0.607 4.794
H -0.170 2.055 4.897
*
```

Highest occupied orbital energy (spin up / spin down): -7.507 / -7.510 eV
E: -83500.74360 eV
Energy relative to the best compared isomer or geometry (same formula, charge and spin): 0.00 kcal per mole
Orbital gap (spin up / spin down): 7.702 / 7.705 eV
LUMO (spin up / spin down): 0.007 / 0.007 Eh

Charge distribution, Mulliken scheme, values in e: -0.54, 0.24, 0.89, 0.68, 0.05, -0.85, -0.49, 0.20, 0.54, -1.58, -1.44, 0.36, 0.33, 0.38, 0.41, 0.26, 0.43, 0.47, 0.35, -0.82, 0.30, 0.33, -1.48, 0.21, 0.31, 0.43, -0.63, 0.30, 0.27, -0.77, -0.09, 0.89, -0.48, -0.72, 0.50, 0.09, 0.23, 0.22, 0.20


(4)
Density functional theory data (ωB97M-V/def2-TZVPD) for 6 unconnected molecules or ions with the total composition C6H21NO5 in a non-equilibrium geometry.

ORCA input file:
```
! wB97M-V def2-TZVPD RIJCOSX def2/J DEFGRID3
* xyz 0 1
C 1.021 2.392 -1.870
C 0.408 2.133 -0.731
C -1.058 2.049 -0.497
C -1.669 2.964 0.265
C -1.861 0.821 -0.986
C -1.849 -0.173 0.271
N -3.072 -0.027 1.008
H 2.021 2.680 -2.150
H 0.543 2.374 -2.856
H 0.977 1.981 0.196
H -2.725 2.760 0.314
H -1.153 3.769 0.747
H -2.902 1.121 -1.046
H -1.256 0.341 -1.761
H -1.732 -1.193 -0.210
H -0.978 0.121 0.831
H -2.901 0.319 1.931
H -3.890 -0.535 0.743
O 2.153 -2.465 0.743
H 1.993 -3.013 1.512
H 2.054 -3.076 -0.005
O -0.443 -1.443 2.342
H 0.091 -2.202 2.075
H 0.296 -0.820 2.292
O 1.483 -0.639 -1.269
H 2.437 -0.536 -1.209
H 1.122 0.211 -1.576
O 1.838 0.113 1.721
H 1.871 -0.301 0.848
H 2.329 -0.452 2.323
O 1.320 -3.105 -1.616
H 0.464 -2.986 -1.223
H 1.594 -2.309 -2.087
*
```

Highest occupied orbital energy: -8.257 eV
E: -18287.67873 eV
Energy relative to the best compared isomer or geometry (same formula, charge and spin): 100.71 kcal per mole
SMILES: C=CC(=C)CCN.O.O.O.O.O
Orbital gap: 8.567 eV
LUMO: 0.011 Eh

Charge distribution, Mulliken scheme, values in e: -0.56, -0.55, 0.69, -1.21, -0.82, -0.06, -0.40, 0.32, 0.25, 0.34, 0.33, 0.35, 0.49, 0.28, 0.12, 0.17, 0.22, 0.18, -0.59, 0.24, 0.37, -0.63, 0.27, 0.38, -0.60, 0.35, 0.18, -0.71, 0.34, 0.34, -0.75, 0.35, 0.34


(5)
Density functional theory data (ωB97M-V/def2-TZVPD) for 5 unconnected molecules or ions with the total composition C6H21NO7P in a non-equilibrium geometry.

ORCA input file:
```
! wB97M-V def2-TZVPD RIJCOSX def2/J DEFGRID3
* xyz -1 1
O -0.754 1.355 -1.937
P -0.194 0.098 -1.295
N -0.960 -0.407 0.041
C -0.262 -0.098 1.282
C 1.182 -0.581 1.365
O 2.058 0.181 1.648
O 1.533 -1.858 1.083
H -0.329 -0.935 -2.248
H 1.208 0.302 -1.118
H -0.268 0.973 1.545
H -0.802 -0.598 2.104
H 2.455 -1.779 0.799
C -3.136 -0.226 -4.389
O -3.254 0.184 -3.043
H -4.131 -0.474 -4.763
H -2.715 0.581 -4.999
H -2.495 -1.111 -4.465
H -2.356 0.400 -2.731
C 1.192 -0.038 -5.234
O 0.372 0.152 -4.092
H 1.080 -1.069 -5.569
H 0.885 0.635 -6.041
H 2.243 0.145 -4.985
H 0.472 1.066 -3.793
C -1.691 -2.417 4.526
O -1.419 -1.108 4.042
H -1.105 -3.123 3.943
H -1.409 -2.500 5.581
H -2.753 -2.652 4.411
H -1.942 -0.491 4.563
C 2.795 2.228 4.096
O 2.795 3.658 4.038
H 2.197 1.920 4.951
H 2.364 1.814 3.185
H 3.818 1.861 4.221
H 3.326 3.911 3.278
*
```

Highest occupied orbital energy: -3.699 eV
E: -31673.53254 eV
Orbital gap: 6.568 eV
LUMO: 0.105 Eh

Charge distribution, Mulliken scheme, values in e: -0.81, 0.66, -0.63, 0.12, 0.48, -0.59, -0.48, -0.03, -0.09, 0.18, -0.09, 0.32, -0.48, -0.58, 0.27, 0.19, 0.18, 0.38, -0.73, -0.29, 0.22, 0.26, 0.26, 0.26, -0.54, -0.46, 0.23, 0.25, 0.25, 0.25, -0.25, -0.53, 0.21, 0.08, 0.24, 0.29


(6)
Density functional theory data (ωB97M-V/def2-TZVPD) for a molecular structure, C6H21O6V in a non-equilibrium geometry.

ORCA input file:
```
! wB97M-V def2-TZVPD RIJCOSX def2/J DEFGRID3
* xyz -1 4
V -0.004 -0.225 -0.020
C -3.303 -0.282 1.666
C -2.100 -0.870 2.413
O -0.996 -1.083 1.690
H -3.041 0.700 1.226
H -4.135 -0.072 2.357
H -3.661 -0.874 0.822
H -2.486 -1.832 2.845
H -1.913 -0.238 3.322
C 2.271 1.970 1.900
C 2.779 0.744 1.091
O 1.926 -0.310 1.037
H 1.390 1.704 2.481
H 1.995 2.856 1.298
H 3.046 2.353 2.578
H 3.727 0.446 1.597
H 3.102 1.072 0.062
C 1.191 -1.732 -3.275
C 0.329 -2.575 -2.326
O 0.171 -2.020 -1.119
H 2.068 -1.353 -2.747
H 0.616 -0.871 -3.651
H 1.548 -2.299 -4.148
H 0.802 -3.585 -2.253
H -0.631 -2.818 -2.855
O -0.577 1.807 0.956
H -0.390 2.715 0.708
H -1.148 1.838 1.729
O -1.866 0.267 -1.066
H -2.572 0.819 -0.723
H -2.039 0.132 -2.001
O 1.061 1.043 -1.618
H 1.152 0.829 -2.550
H 1.689 1.745 -1.426
*
```

Highest occupied orbital energy (spin up / spin down): -2.125 / -3.475 eV
E: -44535.06784 eV
Energy relative to the best compared isomer or geometry (same formula, charge and spin): 0.00 kcal per mole
Orbital gap (spin up / spin down): 4.534 / 5.862 eV
Expectation value of S²: 3.754
LUMO (spin up / spin down): 0.089 / 0.088 Eh

Charge distribution, Mulliken scheme, values in e: 0.83, -0.72, -0.39, -0.63, -0.13, 0.41, 0.22, 0.29, 0.27, -0.69, -0.27, -0.72, 0.15, 0.04, 0.41, 0.30, 0.11, -0.83, -0.41, -0.61, 0.20, -0.02, 0.43, 0.26, 0.24, -0.32, 0.23, 0.22, -0.36, 0.26, 0.23, -0.44, 0.21, 0.23


(7)
Density functional theory data (ωB97M-V/def2-TZVPD) for a molecular structure, C6H22BKO6.

ORCA input file:
```
! wB97M-V def2-TZVPD RIJCOSX def2/J DEFGRID3
* xyz 0 1
K 0.012 3.916 -14.765
B 2.793 4.870 -14.858
H 1.986 5.761 -14.909
H 2.896 4.477 -13.707
H 2.421 3.959 -15.532
H 3.865 5.281 -15.240
C 0.247 5.934 -17.550
C 1.589 6.331 -18.095
O 1.586 5.958 -19.477
O 0.116 4.521 -17.567
H -0.535 6.407 -18.159
H 0.093 6.239 -16.518
H 2.358 5.768 -17.553
H 1.812 7.389 -17.928
H 2.421 6.254 -19.847
H 0.171 4.179 -18.463
C -2.634 1.897 -14.936
C -3.213 2.753 -13.821
O -2.257 3.384 -12.968
O -2.218 2.639 -16.085
H -3.408 1.184 -15.236
H -1.781 1.331 -14.537
H -3.806 2.071 -13.200
H -3.893 3.490 -14.243
H -1.812 2.699 -12.460
H -2.260 2.046 -16.840
C 1.789 1.539 -16.896
C 1.959 0.756 -15.630
O 0.798 0.832 -14.800
O 0.788 0.853 -17.692
H 2.733 1.557 -17.443
H 1.472 2.556 -16.677
H 2.825 1.133 -15.089
H 2.145 -0.295 -15.873
H 0.161 0.212 -15.167
H 0.805 1.283 -18.548
*
```

Highest occupied orbital energy: -8.518 eV
E: -35863.44448 eV
Energy relative to the best compared isomer or geometry (same formula, charge and spin): 0.00 kcal per mole
Orbital gap: 8.387 eV
LUMO: -0.005 Eh

Charge distribution, Mulliken scheme, values in e: 0.63, 0.65, -0.32, -0.26, -0.56, -0.23, -0.38, -0.36, -0.56, -0.36, 0.34, 0.25, 0.19, 0.40, 0.30, 0.24, -0.21, -0.60, -0.53, -0.46, 0.50, 0.08, 0.33, 0.34, 0.33, 0.28, 0.18, -0.79, -0.49, -0.57, 0.39, -0.10, 0.40, 0.37, 0.30, 0.29